Record 1
The following is a quantum chemistry calculation of a gas-phase ion, C3H10N2P (charge +1) in a non-equilibrium geometry, from the OMol25 dataset.

Charge   +1
Energy relative to the best compared isomer or geometry (same formula, charge and spin)   376.4 kJ/mol
SMILES string   [H]/N=P(=C\C)/[NH2+]C
HOMO (spin up / spin down)   -13.7 / -13.7 eV

```
16
Properties=species:S:1:pos:R:3:forces:R:3
H -0.00419 -2.58974 0.29529 0.0 1.8 -0.8
H -2.51848 -0.40697 -1.09358 -0.1 -0.2 -0.2
H -3.62415 0.89959 -0.53844 1.5 -0.8 0.9
H 1.04066 0.66883 -0.92588 -0.7 0.6 -3.4
C -2.77317 0.19144 -0.22359 -0.1 2.5 -3.3
H 3.42497 0.46701 -0.53701 -1.0 -0.6 0.7
H -1.67433 1.51318 1.11310 0.4 0.8 -0.1
C -1.53204 0.80845 0.30663 0.1 -0.3 0.2
C 2.60471 -0.08355 0.02300 1.2 -2.7 -2.4
H -3.03659 -0.43643 0.51334 -2.1 -2.4 2.4
N 0.08685 -1.62643 -0.14536 -0.6 -1.3 1.0
H 2.33879 -1.07309 -0.64763 1.0 2.4 2.1
H 2.98420 -0.36234 1.03661 -0.8 0.4 -0.8
N 1.37780 0.71679 -0.03553 0.1 -0.9 3.9
P -0.30234 -0.34266 0.60912 1.7 0.3 -0.4
H 1.60732 1.65593 0.24994 -0.7 0.5 0.1
```
Positions in Å, forces in eV/Å.

Here are the Löwdin charges for atoms 1 to 8, given in e: number 1, H, carries 0.0693; number 2, H, carries 0.0791; number 3, H, carries 0.1379; number 4, H, carries 0.0566; number 5, C, carries -0.1551; number 6, H, carries 0.1104; number 7, H, carries 0.0709; number 8, C, carries -0.2708

=====

Record 2
The following is a quantum chemistry calculation of 13 unconnected molecules or ions with the total composition C31H37Cl21N6 in a non-equilibrium geometry, from the OMol25 dataset.

HOMO   -7.6 eV

```
95
Properties=species:S:1:pos:R:3:forces:R:3
C 0.87004 -0.83716 0.22882 -0.4 0.2 -0.4
Cl -2.75728 4.66119 -2.98527 0.5 0.1 0.1
N 0.59709 0.26574 1.00636 0.1 0.1 -2.2
Cl -0.23113 -4.13947 0.74268 0.8 -0.4 0.6
H -4.45118 -5.79320 -1.67883 0.1 0.0 -0.1
Cl -5.45252 1.21358 -3.69065 0.6 0.3 -0.1
Cl 4.01520 -4.46076 0.09808 -0.4 0.2 -0.2
H -3.86525 5.07304 3.23090 0.1 -0.2 -0.2
H 1.83401 -2.94550 -5.55234 -0.2 0.1 0.0
H 4.69471 0.64011 2.61194 -0.1 -0.2 -0.1
H -2.05305 8.10190 0.94383 -0.1 0.1 0.2
H -2.73101 -0.40232 -0.25627 -0.2 0.2 0.1
C -4.00043 -4.83451 -1.88890 -1.1 -1.6 -0.9
H -0.89640 -2.35603 -5.02311 0.2 0.0 -0.2
H -4.05058 7.48476 2.33241 0.1 -0.4 0.0
C -0.14123 0.69984 -1.06891 0.2 0.8 0.1
C -0.03876 -0.25482 4.24660 -0.5 -1.2 -0.1
C 1.23516 -0.72514 4.36892 -0.3 -1.2 0.9
N 2.10978 0.29910 4.19666 -0.8 -1.0 -0.1
C 0.41587 -0.59181 -1.07180 0.2 -0.4 0.7
C -3.01409 -2.90082 -1.88961 0.2 1.1 -0.1
H 4.21099 -2.08320 2.40611 -0.2 0.2 0.1
H 0.27279 -5.24599 -2.20421 -0.3 -0.1 -0.3
C 1.50201 -4.41520 -3.94202 -1.6 0.1 1.9
Cl 3.45960 2.61594 0.18375 -0.2 1.4 -0.5
H 3.50159 4.82490 -0.94492 0.1 -0.5 0.2
H 1.88777 2.32880 3.67722 -0.1 0.0 0.0
H 1.51104 -1.73093 4.64943 0.4 0.2 0.0
H -0.95799 -0.80117 4.39800 0.2 -0.1 -0.1
H 2.06460 1.14514 -2.45558 -0.5 0.1 -0.4
C 5.53888 0.08231 4.54450 -1.5 -0.8 -0.7
C -4.02471 1.58296 -4.68171 -0.1 -0.7 -0.5
C -3.11232 5.53190 2.60725 -0.3 0.2 -0.9
C 5.07544 -2.15593 4.42044 -1.1 1.5 -1.5
Cl -5.11032 -0.14784 -0.01281 0.4 -0.4 -0.2
H 2.84126 -2.80710 -1.20602 0.1 0.0 0.3
C 0.04780 1.07668 3.87979 -0.4 1.1 0.5
H 5.11891 -3.20794 4.66083 0.0 0.3 0.3
H -3.92913 -2.27455 -3.87052 0.2 0.2 0.2
H -0.19621 6.14167 1.15423 -0.3 -0.1 -0.2
H -1.54269 4.05504 2.22296 0.1 0.0 0.3
C -0.20182 -3.06443 -4.59635 1.8 0.3 -0.2
Cl -1.32100 -4.53915 3.32786 0.4 -0.1 0.4
C -2.16840 7.14848 1.43788 1.2 0.2 -0.1
N -4.32889 -4.19143 -3.09044 0.1 -0.8 1.6
Cl 4.72415 -1.68549 -0.20871 -0.4 0.3 0.2
Cl 1.01665 0.99557 -4.66996 0.6 0.0 0.9
C 1.38133 1.38966 3.84436 0.7 1.6 0.4
Cl -4.10157 6.94926 -1.79213 0.0 -0.2 -0.1
C -3.14447 -4.11106 -1.12910 -0.5 1.3 -1.2
C 2.37944 0.99055 -3.48760 0.4 -0.4 -0.3
H -2.88445 5.35851 -0.67233 0.2 -0.4 -0.3
C -1.89415 5.06833 2.09604 -1.5 -1.5 2.2
Cl 3.35001 5.30388 1.38570 -0.1 -0.3 -0.7
Cl 3.54251 2.26446 -3.88194 -0.2 0.1 0.0
Cl 3.22714 -0.58355 -3.48728 -0.4 0.4 -0.1
C -3.74068 -2.97008 -3.06608 0.3 0.2 0.7
H 5.98673 -1.21162 6.09270 -0.1 -0.3 -0.2
H 5.98365 0.98914 4.92692 -0.1 -0.2 0.3
H 0.45116 -1.15992 -1.98962 0.2 -0.6 0.3
H 1.31270 -1.69793 0.70789 0.0 0.0 -0.2
H -5.06431 -4.47125 -3.72365 0.3 -0.1 0.2
Cl 1.67427 -4.20030 3.08459 -1.5 -0.7 -0.7
Cl 1.21238 4.43915 -0.45215 1.2 0.0 0.0
Cl 4.73717 -3.33445 -2.48211 -0.2 -0.4 -0.3
N -3.32144 6.82105 2.11345 2.0 -1.1 -0.1
H 3.09209 0.17775 4.39776 0.0 0.5 -0.5
Cl -2.62269 0.59039 -4.19130 -0.4 0.2 0.0
H 2.41641 -4.98988 -3.94507 0.0 0.2 0.3
C 3.87910 -3.03779 -0.96568 0.9 -0.1 -0.2
H 0.16258 -5.95206 2.21196 0.5 0.3 0.2
C 2.99568 4.36516 -0.09592 -0.9 -0.7 0.7
C 0.36022 -4.61951 -3.07959 2.5 -0.3 -1.8
C 0.11857 -4.87343 2.36272 -0.1 0.8 -0.6
H -2.48404 -2.01109 -1.58332 0.3 -0.1 -0.1
C 1.17773 -3.34225 -4.79189 -1.6 -0.4 -0.5
H -1.57392 -3.83997 -3.25436 0.1 0.2 0.2
N 5.51413 -1.12698 5.20411 1.8 0.4 1.1
C 4.84969 -0.12337 3.35992 1.2 -0.8 0.0
C -1.21926 6.09745 1.49749 -1.4 2.7 -1.2
C -3.54802 5.26321 -1.53181 -0.1 0.9 0.1
H -2.70804 -4.33296 -0.16644 -0.2 -0.1 -0.2
Cl -4.87144 4.21959 -1.13957 -0.5 -0.3 0.3
C 0.04840 1.24104 0.17409 0.0 -0.4 1.3
C 4.58920 -1.54104 3.26017 0.7 -0.2 0.6
C -3.43607 -0.32764 0.57162 -0.3 0.7 0.5
H 0.85168 0.35002 1.98010 -0.2 0.2 -0.2
Cl -4.45181 1.23069 -6.40371 0.4 0.3 0.7
H -0.82540 1.71176 3.85571 0.3 0.3 -0.5
Cl -3.08744 1.15165 1.51493 0.2 -0.2 -0.2
H -3.69620 2.61834 -4.59143 -0.5 -0.2 0.0
N -0.61574 -3.83493 -3.57371 -0.7 -0.1 0.6
H -0.14561 2.23903 0.53848 -0.2 -0.2 0.1
Cl -3.23713 -1.72650 1.61579 0.0 -0.1 -0.1
H -0.58906 1.21274 -1.90724 0.1 0.0 0.0
```
Positions in Å, forces in eV/Å.

Here are the Löwdin charges for atoms 1 to 8, given in e: number 1, C, carries -0.1349; number 2, Cl, carries 0.5475; number 3, N, carries 0.0604; number 4, Cl, carries 0.5297; number 5, H, carries 0.1065; number 6, Cl, carries 0.5020; number 7, Cl, carries 0.5045; number 8, H, carries 0.1026

=====

Record 3
The following is a quantum chemistry calculation of 2 unconnected molecules or ions with the total composition CHFS2 in a non-equilibrium geometry, from the OMol25 dataset.

Energy relative to the best compared isomer or geometry (same formula, charge and spin)   276.0 kJ/mol
HOMO   -10.2 eV

```
5
Properties=species:S:1:pos:R:3:forces:R:3
C -0.13770 -0.78137 -0.11138 -2.0 -1.9 -0.1
F -3.15448 0.42539 -0.00688 2.0 -2.2 -0.1
S 0.52812 -2.26998 0.05307 0.7 0.1 0.1
S -1.66587 -1.39334 -0.03050 -2.1 1.9 0.4
H -0.03260 0.19909 -0.41827 1.3 2.0 -0.2
```
Positions in Å, forces in eV/Å.

Löwdin charges in e: number 1, C, carries -0.9581; number 2, F, carries -0.6034; number 3, S, carries 0.6750; number 4, S, carries 0.8606; number 5, H, carries 0.0259

=====

Record 4
The following is a quantum chemistry calculation of a single C4H8N2 molecule in a non-equilibrium geometry, from the OMol25 dataset.

Energy relative to the best compared isomer or geometry (same formula, charge and spin)   256.3 kJ/mol
SMILES string   C=NN1C[C@@H]1C
HOMO   -9.1 eV

```
14
Properties=species:S:1:pos:R:3:forces:R:3
H 1.05588 2.72275 1.73123 -0.3 -0.8 -0.8
H -0.90002 -1.27043 -2.17042 0.1 0.3 -0.3
H -2.41766 -1.18161 -1.17765 0.7 0.1 -0.4
C -1.34614 -1.48899 -1.21477 -1.3 -0.7 0.3
C 0.85731 -0.82760 0.05875 0.0 -1.6 -0.6
C -0.62380 -0.85017 -0.07940 0.5 -0.8 -0.9
H 1.42371 -1.35512 -0.69496 0.3 0.3 -0.2
H 1.24468 -0.94002 1.04656 0.2 0.3 0.6
C 1.03147 1.92263 0.94822 0.7 0.2 0.9
H -1.11276 -0.85731 0.83904 -0.9 0.0 1.5
N -0.03544 1.27689 0.71905 0.5 0.9 -0.3
H -1.39678 -2.58926 -1.13581 0.3 0.3 0.2
H 2.00512 1.63710 0.48162 -0.7 0.4 0.1
N 0.11899 0.33720 -0.31854 -0.1 1.1 0.0
```
Positions in Å, forces in eV/Å.

Here are the Löwdin charges for atoms 1 to 8, given in e: number 1, H, carries 0.0753; number 2, H, carries 0.0711; number 3, H, carries 0.0855; number 4, C, carries -0.0566; number 5, C, carries -0.1140; number 6, C, carries -0.3571; number 7, H, carries 0.1041; number 8, H, carries 0.1002

=====

Number 1: E -570.7790 hartree. Number 2: E -11195.9058 hartree. Number 3: E -934.8052 hartree. Number 4: E -266.6244 hartree.